Entry from the Open Molecules 2025 dataset: a molecular structure, C39H68BIrN7OPS3Te (ωB97M-V with the def2-TZVPD basis set).

```
122
Properties=species:S:1:pos:R:3:forces:R:3
Ir -0.61864 0.96120 -0.28591 -0.3911 -0.2737 -0.3675
C 0.10018 -1.50698 5.70467 0.0072 0.0522 -0.0310
C -0.26823 -1.09128 4.27191 -0.1051 0.0086 0.0403
C -1.62319 -0.38800 4.26720 0.0069 -0.0035 -0.0745
C -0.34372 -2.36224 3.43473 0.0244 -0.0506 -0.0060
N 0.77028 -0.14030 3.78500 0.0074 -0.0701 0.1191
C 1.35566 0.77023 4.65354 -0.0196 -0.0331 -0.0549
C 2.34523 1.37906 3.98363 -0.0229 0.0180 -0.0497
N 2.37256 0.87542 2.70413 0.1037 -0.1213 0.0410
B 3.53826 1.28843 1.76656 -0.0046 0.0936 -0.0550
N 3.30847 2.62521 1.03776 -0.0195 0.0148 0.1046
C 4.40411 3.29312 0.53875 -0.0763 0.0356 0.0413
C 3.97699 4.42865 -0.02936 0.0043 -0.0314 0.0768
N 2.59730 4.47561 0.12402 0.0072 0.1063 -0.1186
C 2.18954 3.35252 0.78894 0.0530 -0.0784 0.0305
S 0.60576 2.96047 1.28860 0.1031 -0.1720 0.1222
C 1.85080 5.65456 -0.39783 -0.0147 0.0527 -0.0011
C 2.11325 5.73685 -1.90546 0.0011 -0.0298 0.0179
C 2.39301 6.90007 0.31296 -0.0218 -0.0327 0.0039
C 0.34411 5.60317 -0.17013 -0.0455 0.0036 -0.0298
N 3.96568 0.11702 0.84724 0.1307 0.0721 0.2988
C 4.44281 -1.02102 1.46399 -0.0790 -0.0580 -0.0996
C 4.83870 -1.88183 0.51371 -0.0116 0.1045 -0.0226
N 4.63051 -1.26106 -0.71201 0.1314 -0.1227 0.0392
C 4.08009 -0.02079 -0.49294 -0.2462 -0.0809 -0.1207
S 3.58103 1.09596 -1.66077 -0.1021 -0.0217 -0.1713
C 5.00054 -1.84613 -2.02436 -0.0271 -0.0731 -0.1086
C 5.99673 -0.93260 -2.73795 0.0100 0.0621 -0.0072
C 3.74513 -2.06471 -2.86886 0.0075 0.0699 -0.0069
C 5.67832 -3.20070 -1.80780 -0.0729 0.0314 0.0583
C 1.37465 -0.02392 2.56070 0.0065 0.0881 0.0399
S 0.89208 -0.75827 1.09070 0.0895 0.2947 -0.1655
H -0.52204 -2.35393 5.99249 -0.0202 0.0132 0.0066
H -0.07556 -0.71184 6.42866 0.0123 0.0224 0.0138
H 1.14618 -1.81014 5.76504 0.0030 -0.0274 -0.0041
H -2.37340 -1.03342 4.72891 -0.0179 -0.0040 -0.0070
H -1.93752 -0.16690 3.24741 0.0277 -0.0165 0.0970
H -1.57944 0.54929 4.82549 0.0061 0.0032 0.0185
H -1.02985 -3.04815 3.93509 -0.0076 -0.0207 0.0311
H 0.63265 -2.84147 3.34604 0.0052 -0.0063 0.0062
H -0.70978 -2.15962 2.43625 0.0195 -0.0290 0.0673
H 1.01986 0.91116 5.66158 -0.0068 -0.0287 0.0314
H 3.02749 2.14703 4.29884 0.0357 -0.0110 -0.0105
H 4.48152 1.46449 2.51560 -0.0140 0.0633 0.0118
H 5.39326 2.87853 0.60882 0.0052 -0.0098 -0.0086
H 4.53190 5.19131 -0.53985 -0.0183 0.0270 -0.0327
H 3.15598 5.96398 -2.12994 0.0266 -0.0098 0.0026
H 1.49332 6.52263 -2.33910 0.0112 0.0218 0.0010
H 1.85424 4.78924 -2.37960 -0.0058 0.0172 -0.0048
H 3.46816 7.01554 0.17874 0.0185 0.0106 -0.0131
H 2.18261 6.84241 1.38194 0.0039 0.0009 0.0081
H 1.90210 7.78714 -0.09002 -0.0065 0.0043 0.0034
H -0.11821 4.74923 -0.66274 0.0008 0.0607 0.0278
H -0.07020 6.51928 -0.59745 0.0102 0.0392 -0.0242
H 0.08820 5.55494 0.88531 0.0013 0.0306 -0.0520
H 4.43127 -1.12939 2.53393 0.0064 0.0185 0.0175
H 5.22998 -2.87322 0.61718 0.0424 -0.0423 -0.0501
H 5.56873 0.05528 -2.89819 0.0226 -0.0550 0.0040
H 6.25131 -1.37222 -3.70407 0.0206 -0.0083 -0.0125
H 6.91047 -0.83218 -2.14773 0.0187 -0.0109 0.0099
H 3.29561 -1.11676 -3.15443 0.0711 -0.1021 -0.0048
H 3.00253 -2.63831 -2.31170 -0.0032 -0.0042 -0.0136
H 4.00892 -2.61529 -3.77464 0.0010 -0.0082 -0.0023
H 6.56738 -3.11633 -1.18133 0.0231 -0.0019 0.0017
H 5.98680 -3.57665 -2.78289 -0.0021 -0.0048 0.0000
H 4.99642 -3.93128 -1.36986 -0.0083 -0.0022 0.0238
O 0.75750 -0.76994 -3.00111 0.1119 -0.0459 -0.1065
H 1.46233 -0.31523 -2.51526 0.0210 0.1087 -0.0238
H 0.03510 -0.83664 -2.34677 -0.0999 0.1300 0.0392
Te -0.07629 2.33596 -2.39102 -0.0202 -0.1932 0.3489
C -4.45900 3.49549 1.70654 0.0045 -0.0035 0.0023
C -4.36946 3.34852 0.32808 -0.0047 -0.0148 0.0006
C -3.31379 2.63975 -0.23438 -0.0458 0.0182 -0.0305
C -2.31875 2.04682 0.54802 0.2825 0.0464 0.0159
C -2.42275 2.22826 1.93066 -0.1102 -0.0004 0.0345
C -3.47338 2.93468 2.50769 0.0051 -0.0362 -0.0225
H -5.27772 4.05161 2.14832 -0.0041 -0.0021 0.0029
H -5.12237 3.79439 -0.31376 -0.0002 0.0014 -0.0014
H -3.26611 2.54919 -1.31575 0.0188 0.0165 0.0059
H -1.64915 1.83339 2.58195 -0.0120 0.0363 -0.0411
H -3.51643 3.05282 3.58568 -0.0012 0.0101 0.0056
C -2.56487 -4.68707 -2.00017 0.0452 0.0019 0.0109
C -1.73100 -3.57532 -1.35723 -0.0061 0.0996 -0.0647
C -0.36741 -3.47155 -2.05875 -0.0515 -0.0389 0.0759
C -1.40074 -3.97209 0.08563 -0.0106 -0.0235 0.0117
P -2.51710 -1.84572 -1.34010 -0.1506 -0.2498 0.2254
N -1.43693 -0.79655 -0.98622 0.1333 0.3552 -0.2432
C -3.89577 -1.84180 -0.01443 0.0913 0.0240 -0.0628
C -4.80707 -3.07058 0.04561 0.0117 0.0233 0.0600
C -4.76174 -0.59544 -0.24004 -0.0086 -0.0276 0.0143
C -3.21802 -1.63947 1.35226 -0.0696 -0.0125 -0.0774
C -3.36624 -1.55018 -3.03217 0.1380 0.0801 0.1126
C -2.40351 -1.92747 -4.16846 -0.0860 -0.0502 -0.0089
C -3.60242 -0.03289 -3.16055 0.0205 -0.0043 0.0134
C -4.68067 -2.29916 -3.27159 0.0072 0.0375 -0.0259
H -2.06522 -5.64494 -1.81910 0.0093 0.0069 -0.0106
H -2.65377 -4.56846 -3.07835 -0.0098 -0.0049 -0.0161
H -3.56644 -4.75715 -1.58090 -0.0444 -0.0216 0.0218
H 0.11970 -4.45177 -2.00970 -0.0232 -0.0179 -0.0033
H 0.26620 -2.74906 -1.54456 -0.0083 -0.0851 -0.0274
H -0.42592 -3.17474 -3.10091 0.0156 0.0197 -0.0119
H -0.73084 -4.83765 0.05966 -0.0109 -0.0021 -0.0043
H -2.27794 -4.25441 0.66408 -0.0252 -0.0038 0.0222
H -0.87787 -3.16106 0.58991 0.0439 0.0290 0.0392
H -5.29184 -3.28613 -0.90412 -0.0339 -0.0076 -0.0246
H -5.59629 -2.87850 0.78081 0.0025 -0.0029 0.0051
H -4.27786 -3.96573 0.36815 0.0120 -0.0257 0.0060
H -5.43022 -0.69552 -1.09235 -0.0152 0.0125 -0.0104
H -4.14644 0.29120 -0.36979 0.0016 0.0459 0.0046
H -5.38247 -0.43394 0.64640 -0.0075 -0.0141 0.0004
H -2.80944 -2.56113 1.76048 0.0020 -0.0022 -0.0142
H -3.95741 -1.25836 2.06334 -0.0293 -0.0248 -0.0042
H -2.41616 -0.90431 1.27231 -0.0033 -0.0118 -0.0233
H -1.45438 -1.40618 -4.09798 0.1907 0.0921 0.0822
H -2.86956 -1.62852 -5.11278 -0.0058 -0.0034 0.0050
H -2.21732 -2.99778 -4.22821 0.0278 -0.0083 0.0058
H -2.78728 0.52916 -2.70238 0.0337 0.0037 -0.0199
H -4.53880 0.28535 -2.70777 0.0052 0.0078 0.0338
H -3.63658 0.23583 -4.22000 -0.0383 -0.0183 -0.0138
H -4.56412 -3.38037 -3.21398 -0.0002 -0.0351 -0.0010
H -5.03059 -2.06155 -4.28202 0.0027 0.0025 -0.0003
H -5.46626 -2.00014 -2.58206 -0.0178 -0.0018 0.0011
```
Positions in Å, forces in eV/Å.

Computed properties:
**Total charge**: -1
**Gap between HOMO and LUMO (alpha / beta)**: 5.246 / 5.852 eV
**⟨S²⟩**: 8.78
**Electronic energy**: -106631.7415 eV
**Multiplicity**: 6
**Relative energy (zero: lowest compared OMol25 entry of this formula, charge and spin)**: 0.0 kcal per mole

Atom charges from the Löwdin analysis, given in e for atoms 1 to 5: atom 1 (Ir): 0.616, atom 2 (C): -0.050, atom 3 (C): -0.531, atom 4 (C): -0.023, atom 5 (C): -0.088